Version P
DFT (ωB97M-V with the def2-TZVPD basis set) results for 11 unconnected molecules or ions with the total composition C4H33N2O11.

Geometry as XYZ:
```
50
Properties=species:S:1:pos:R:3:nbo_charge:R:1
N -1.7305 0.9481 -0.5116 -0.724
C -0.5833 0.1094 0.1116 -0.065
C -1.2215 -0.9314 1.0686 -0.082
O -1.4825 -0.3435 2.2873 -0.764
C 0.2736 -0.5254 -0.9865 -0.278
N 1.6700 -0.3462 -0.5889 -0.691
C 2.6044 -0.1844 -1.7372 -0.425
H -1.3201 1.6288 -1.1547 0.456
H -2.2399 1.3986 0.2459 0.467
H -2.3275 0.3122 -1.0374 0.447
H -0.0197 0.8514 0.7219 0.234
H -0.5610 -1.7276 1.2033 0.152
H -2.2431 -1.2259 0.7320 0.197
H -0.5831 -0.0848 2.7837 0.504
H -0.0052 -1.5885 -1.1001 0.189
H 0.0878 -0.0470 -1.9715 0.258
H 1.9619 -1.1897 0.0108 0.397
H 2.2665 0.6670 -2.3826 0.211
H 2.6798 -1.1135 -2.3571 0.187
H 3.6893 0.0644 -1.3515 0.211
H -0.0890 3.5010 -0.8795 0.518
H -1.1871 4.0756 -1.8269 0.506
O -0.6332 3.2749 -1.6875 -1.011
H 1.1537 2.9673 0.9334 0.523
H 0.9456 4.5347 0.8800 0.497
O 0.5266 3.7393 0.6884 -1.015
H -2.3293 -2.3046 -1.3353 0.477
H -3.3183 -1.7996 -2.2598 0.489
O -2.6505 -1.5467 -1.6295 -0.950
H 1.3147 0.1758 3.9795 0.495
H 1.4518 -0.7624 2.7570 0.528
O 1.0479 0.1083 3.0997 -0.984
H -0.3987 2.1481 -2.9563 0.494
H -0.0544 1.6176 -4.3247 0.473
O -0.4685 1.3380 -3.5503 -0.985
H 2.2185 1.1388 0.5701 0.515
H 1.8054 1.2830 2.0807 0.502
O 2.1460 1.8275 1.3538 -1.001
H 1.6025 -2.7229 1.4305 0.522
H 2.9459 -2.4904 2.2727 0.496
O 2.1576 -2.0809 1.9826 -1.009
H -2.0915 -3.8943 0.8646 0.506
H -1.9182 -4.8498 -0.3677 0.505
O -1.7136 -3.9526 -0.0279 -0.973
H -0.0038 -3.7332 0.1114 0.510
H 1.3534 -4.5230 0.0060 0.495
O 0.9638 -3.6894 0.2144 -0.989
H -2.5061 3.4262 1.6973 0.480
H -1.1045 3.3616 0.9958 0.506
O -2.0828 3.1602 0.9414 -1.001
```

As for the net charge: +1. Its HOMO-LUMO gap is 9.44 eV. As for the spin multiplicity: 1. The calculation puts the lowest unoccupied orbital energy at -2.5 eV.

***

Version Q
DFT (ωB97M-V with the def2-TZVPD basis set) results for 12 unconnected molecules or ions with the total composition C4H33N2O11.

Geometry as XYZ:
```
50
Properties=species:S:1:pos:R:3:nbo_charge:R:1
C -0.5041 -2.2221 1.5458 -0.650
C 0.5067 -1.9374 0.3793 -0.414
C -0.0609 -1.1939 -0.8041 -0.241
N -0.5248 0.1945 -0.4341 -0.528
C 0.2749 1.1343 -0.0237 0.383
N -0.1109 2.3212 0.3897 -0.755
H -1.3209 -1.4761 1.6287 0.244
H -0.9963 -3.1354 1.1926 0.205
H 0.1672 -2.4543 2.3725 0.237
H 1.3835 -1.3628 0.6871 0.189
H 0.7227 -2.9587 0.0272 0.232
H 0.5024 -1.0433 -1.7356 0.242
H -0.9518 -1.7004 -1.1558 0.237
H -1.5097 0.4358 -0.4838 0.422
H 1.3397 0.9227 -0.0448 0.240
H 0.5462 2.8500 0.9493 0.449
H -1.0474 2.6559 0.5864 0.437
H 5.0073 1.2000 -0.7588 0.484
H 4.3244 1.6393 0.4865 0.490
O 4.2583 1.7459 -0.4785 -0.953
H 2.4191 2.5276 2.6736 0.504
H 1.1713 1.9442 3.3275 0.492
O 1.4672 2.4282 2.5493 -0.983
H -2.0068 0.8133 1.9562 0.486
H -2.4569 0.3216 3.2580 0.477
O -1.6825 0.2428 2.6824 -0.971
H 0.7610 -0.3862 2.7734 0.489
H 1.1934 -0.5352 4.2751 0.485
O 1.4849 -0.6168 3.3638 -0.970
H 2.9871 1.2637 -1.5724 0.510
H 1.6869 1.6349 -2.3380 0.465
O 2.2344 0.8869 -2.0757 -0.989
H 4.9067 1.0367 2.2153 0.469
H 3.7429 0.1452 2.5945 0.504
O 3.9958 1.0765 2.5310 -0.960
H -4.6634 1.1522 -2.1026 0.488
H -4.0603 -0.3010 -1.7493 0.518
O -4.2897 0.5949 -1.4178 -1.013
H -2.6753 -1.8468 -2.4795 0.517
H -3.5246 -2.6585 -1.3501 0.499
O -3.2164 -1.8070 -1.6609 -1.007
H -3.5732 1.4112 0.1031 0.529
H -3.6285 2.2190 1.4685 0.493
O -3.0575 1.9249 0.7544 -1.016
H 1.4853 -0.7817 -4.5976 0.484
H 0.8529 0.2284 -3.6991 0.478
O 0.6194 -0.5265 -4.2578 -0.958
H -1.1208 -1.9950 -4.1876 0.509
H -1.6844 -3.4123 -3.8890 0.489
O -1.3744 -2.5999 -3.4747 -0.967
```

As for the net charge: +1. Its HOMO-LUMO gap is 11.00 eV. As for the spin multiplicity: 1. The calculation puts the lowest unoccupied orbital energy at -2.3 eV.

***

Which structure is most stable? version Q, by 0.226 eV over the runner-up.

***

Version P
DFT (ωB97M-V with the def2-TZVPD basis set) results for 2 unconnected molecules or ions with the total composition C3H11N2O2.

Geometry as XYZ:
```
18
Properties=species:S:1:pos:R:3:nbo_charge:R:1
C -0.3478 -0.3430 -1.1489 -0.224
C -0.2611 -0.2594 0.3680 -0.564
C -1.4128 -1.1343 0.8564 0.678
N -1.5955 -1.1081 2.2442 -0.820
O -2.0536 -1.9315 0.2182 -0.572
N 0.8592 0.1675 -1.9272 -0.680
H -1.2503 0.1361 -1.5145 0.247
H -0.3482 -1.4139 -1.3539 0.253
H 0.6390 -0.7029 0.8205 0.250
H -0.1219 0.6684 0.9086 0.271
H -1.0490 -0.4291 2.7401 0.382
H -1.8199 -1.9915 2.6433 0.417
H 1.4052 -0.5641 -2.3838 0.442
H 1.4371 0.6220 -1.2186 0.461
H 0.5425 0.7835 -2.6811 0.451
H 2.4934 2.2426 0.2397 0.485
H 1.3417 3.0321 0.8338 0.504
O 1.5420 2.2255 0.3551 -0.980
```

As for the net charge: +1. Its HOMO-LUMO gap is 9.81 eV. As for the spin multiplicity: 1. The calculation puts the lowest unoccupied orbital energy at -3.7 eV.

***

Version Q
DFT (ωB97M-V with the def2-TZVPD basis set) results for 2 unconnected molecules or ions with the total composition C3H11N2O2.

Geometry as XYZ:
```
18
Properties=species:S:1:pos:R:3:nbo_charge:R:1
C -1.5511 -0.2845 0.1069 -0.211
C -0.9144 1.0627 -0.1069 -0.526
C 0.3980 1.0394 -0.9278 0.697
N 0.9866 2.2188 -1.1855 -0.784
O 0.9396 -0.0379 -1.1253 -0.685
N -0.6592 -1.1941 0.9483 -0.697
H -1.8999 -0.8892 -0.7272 0.245
H -2.4235 -0.0971 0.7281 0.227
H -1.6586 1.7256 -0.5487 0.269
H -0.3724 1.3845 0.8017 0.241
H 0.5684 3.0563 -0.8231 0.405
H 1.9840 2.2413 -1.3375 0.425
H -0.5120 -0.7210 1.8342 0.429
H 0.2423 -1.5017 0.4823 0.485
H -1.1346 -2.0645 1.1861 0.432
H 2.0548 -1.2679 -0.1268 0.510
H 1.9704 -2.7777 0.2063 0.490
O 1.9816 -1.8930 0.6150 -0.951
```

As for the net charge: +1. Its HOMO-LUMO gap is 11.08 eV. As for the spin multiplicity: 1. The calculation puts the lowest unoccupied orbital energy at -3.2 eV.

***

Which structure is most stable? version Q, by 0.787 eV over the runner-up.